Entry 1:
{
  "formula": "C50H64IrN4OP2S2Si2",
  "method": "ωB97M-V/def2-TZVPD",
  "total_charge": 1,
  "gap_ha": 0.27150,
  "homo_energy_ha": -0.3444,
  "e_above_lowest_ev": 1.2336,
  "lumo_ev": -1.982,
  "elements": ["Ir", "C", "Si", "C", "C", "N", "P", "C", "P", "N", "Si", "C", "C", "C", "C", "C", "C", "C", "C", "C", "C", "C", "C", "C", "C", "C", "C", "C", "C", "C", "C", "C", "C", "C", "C", "C", "C", "C", "H", "H", "H", "H", "H", "H", "H", "H", "H", "H", "H", "H", "H", "H", "H", "H", "H", "H", "H", "H", "H", "H", "H", "H", "H", "H", "H", "H", "H", "H", "H", "H", "H", "H", "H", "H", "H", "H", "N", "S", "C", "C", "C", "C", "C", "C", "C", "C", "C", "C", "C", "C", "H", "H", "H", "H", "H", "H", "H", "H", "H", "H", "H", "C", "C", "C", "N", "H", "H", "H", "H", "H", "C", "C", "S", "O", "C", "C", "H", "H", "H", "H", "H", "H", "H", "H", "H", "H"],
  "positions_angstrom": [[-1.10582, -0.71033, 0.17952], [-0.40286, 0.30692, -3.68103], [-1.02868, 1.64289, -2.52748], [-2.65042, 2.31504, -3.20726], [0.21042, 3.03234, -2.45219], [-1.30287, 0.98893, -0.91174], [-2.04834, 1.73303, 0.37779], [-1.51716, 0.71580, 1.64915], [-0.03040, 0.44875, 2.44590], [0.46878, -0.77974, 1.49940], [1.61333, -2.08939, 1.60339], [3.22831, -1.44271, 2.30547], [1.02496, -3.46818, 2.72881], [1.83947, -2.83328, -0.09688], [-0.30004, -0.02183, 4.17160], [0.75636, -0.48524, 4.95549], [0.53112, -0.87298, 6.26692], [-0.74507, -0.77483, 6.81108], [-1.79635, -0.29753, 6.04070], [-1.57743, 0.07026, 4.71773], [1.24953, 1.71691, 2.54985], [2.04811, 1.92808, 1.42587], [2.94515, 2.98415, 1.40410], [3.04684, 3.83485, 2.49898], [2.25748, 3.62359, 3.62224], [1.36051, 2.56408, 3.65133], [-1.83857, 3.52743, 0.39769], [-0.74903, 4.09966, 1.04951], [-0.51548, 5.46415, 0.95667], [-1.36332, 6.26337, 0.20405], [-2.45684, 5.70192, -0.44366], [-2.69878, 4.34135, -0.34323], [-3.84528, 1.51055, 0.24687], [-4.38660, 0.53370, -0.58247], [-5.75213, 0.27783, -0.56920], [-6.58450, 0.99766, 0.27408], [-6.05060, 1.97483, 1.10508], [-4.68820, 2.22876, 1.09353], [-0.95176, 0.34883, -4.62581], [-0.50645, -0.69498, -3.26769], [0.64529, 0.48169, -3.91848], [-2.67947, 2.16540, -4.28976], [-2.73871, 3.38888, -3.03378], [-3.53308, 1.83149, -2.78462], [0.40805, 3.40082, -3.46409], [1.15479, 2.67791, -2.03286], [-0.15388, 3.87042, -1.85259], [3.36252, -1.73292, 3.35024], [3.29713, -0.35554, 2.23760], [4.06896, -1.85815, 1.74471], [0.68155, -3.08919, 3.69314], [1.85592, -4.15432, 2.91808], [0.21973, -4.04710, 2.27078], [2.74135, -2.45120, -0.57567], [0.99598, -2.62847, -0.76130], [1.95192, -3.91802, -0.00723], [1.75864, -0.53616, 4.54389], [1.35128, -1.23841, 6.87096], [-0.91542, -1.06451, 7.83990], [-2.78617, -0.20823, 6.46997], [-2.38572, 0.43046, 4.09170], [1.98260, 1.27077, 0.56797], [3.56033, 3.13998, 0.52679], [3.74739, 4.65982, 2.48043], [2.34275, 4.28071, 4.47783], [0.74527, 2.40565, 4.52871], [-0.07425, 3.48422, 1.62350], [0.33366, 5.89704, 1.46903], [-1.17727, 7.32651, 0.12528], [-3.12489, 6.32543, -1.02319], [-3.55853, 3.91335, -0.84195], [-3.73604, -0.02018, -1.24772], [-6.16637, -0.48079, -1.22165], [-7.64877, 0.80222, 0.28326], [-6.69749, 2.53980, 1.76333], [-4.27946, 2.98858, 1.74932], [2.34509, 0.39710, -1.41816], [2.88555, -0.60729, -2.51018], [3.36884, 0.34447, -3.96169], [3.75278, 1.66717, -3.80863], [4.09855, 2.40108, -4.93105], [4.05371, 1.81226, -6.19146], [3.65501, 0.49160, -6.33366], [3.30298, -0.24944, -5.21128], [4.54536, -0.97575, -1.94760], [5.34678, -1.82138, -2.70393], [6.62189, -2.12255, -2.25449], [7.08560, -1.58012, -1.06098], [6.27341, -0.73810, -0.31667], [4.99030, -0.43346, -0.75675], [1.33488, 0.26004, -1.33886], [3.75552, 2.10738, -2.81834], [4.40338, 3.43418, -4.82750], [4.32298, 2.39063, -7.06529], [3.60816, 0.03973, -7.31560], [2.97075, -1.27651, -5.30962], [4.98293, -2.23526, -3.63671], [7.25528, -2.77971, -2.83515], [8.08279, -1.81638, -0.71412], [6.63501, -0.31481, 0.61172], [4.32781, 0.21517, -0.19771], [-2.01331, -3.69651, 4.56039], [-2.96518, -3.23714, 3.45584], [-2.28963, -2.71059, 2.27110], [-1.78206, -2.22438, 1.36564], [-2.60267, -4.08615, 5.38865], [-1.41373, -2.86424, 4.92686], [-1.34633, -4.48147, 4.21041], [-3.61099, -2.42988, 3.81003], [-3.62154, -4.04818, 3.13435], [-3.75494, -1.85544, -3.76939], [-3.02612, -3.12302, -3.34983], [-2.58909, -3.01559, -1.61596], [-1.48460, -1.96445, -1.62725], [-1.73777, -4.59494, -1.39738], [-2.63746, -5.63283, -0.74464], [-4.07079, -1.93427, -4.80866], [-3.10058, -0.98908, -3.67712], [-4.64366, -1.68969, -3.15842], [-2.08718, -3.25970, -3.88969], [-3.63892, -4.02082, -3.46178], [-0.88747, -4.32363, -0.76958], [-1.35536, -4.92148, -2.36500], [-3.06167, -5.25466, 0.18586], [-2.06166, -6.52919, -0.51807], [-3.45957, -5.92533, -1.39836]]
}

***

Entry 2:
{
  "formula": "C7H13N2S",
  "method": "ωB97M-V/def2-TZVPD",
  "total_charge": 1,
  "gap_ha": 0.33333,
  "homo_energy_ha": -0.4598,
  "e_above_lowest_ev": 1.6520,
  "lumo_ev": -3.442,
  "elements": ["C", "C", "C", "C", "C", "C", "C", "N", "N", "S", "H", "H", "H", "H", "H", "H", "H", "H", "H", "H", "H", "H", "H"],
  "positions_angstrom": [[-0.24043, 1.21103, 0.13140], [-1.78477, -1.18809, -0.48444], [-0.26407, -1.24000, -0.65256], [1.35515, -0.49393, 1.21459], [-2.22702, 0.23076, -0.94808], [2.68572, -0.63244, 0.41487], [0.54469, -0.08816, -0.00876], [-1.45519, 1.27614, -0.33364], [0.44269, 2.15793, 0.73205], [2.05184, 0.00140, -1.14749], [-2.26167, -2.03732, -1.01470], [-2.02694, -1.30725, 0.65367], [0.06034, -2.18257, -0.32310], [-0.16679, -1.06669, -1.77775], [1.03471, -1.25211, 1.81258], [1.59581, 0.36280, 1.76740], [-2.23759, 0.34506, -2.04042], [-3.29458, 0.35329, -0.67082], [3.44682, 0.01985, 0.82376], [3.23248, -1.60612, 0.51602], [-1.89565, 2.22092, -0.24148], [1.33495, 1.84837, 0.97952], [0.06949, 3.06712, 0.59736]]
}

***

Entry 3:
{
  "formula": "C4H14N2O2",
  "method": "ωB97M-V/def2-TZVPD",
  "gap_ha": [0.28080, 0.29686],
  "homo_energy_ha": [-0.3068, -0.3171],
  "e_above_lowest_ev": 5.8483,
  "lumo_ev": [-0.708, -0.550],
  "elements": ["C", "C", "C", "H", "H", "H", "H", "H", "H", "H", "H", "C", "N", "N", "O", "O", "H", "H", "H", "H", "H", "H"],
  "positions_angstrom": [[-0.21791, -0.81555, 1.44574], [0.85513, 0.11671, 2.00462], [-1.58345, -0.13073, 1.36774], [-0.29971, -1.71251, 2.06742], [0.08594, -1.13634, 0.44714], [1.81904, -0.39019, 2.08160], [0.58759, 0.48191, 3.00055], [0.98524, 0.97538, 1.34291], [-1.92637, 0.19715, 2.35254], [-2.35985, -0.80031, 0.97730], [-1.52663, 0.76346, 0.73824], [2.26685, 0.27098, -1.26845], [-0.82161, -0.34077, -2.49910], [-1.15282, 0.90631, -2.33574], [0.90493, 0.47956, -1.40516], [-1.59142, -1.21415, -1.83724], [-2.02257, -0.78672, -1.06714], [-0.19043, 1.35972, -2.17840], [-1.82368, 1.11261, -1.58952], [2.77039, 0.07722, -2.22936], [2.48685, -0.57031, -0.59142], [2.75447, 1.15658, -0.82426]]
}

***

Entry 4:
{
  "formula": "C2H6BrNO2S",
  "method": "ωB97M-V/def2-TZVPD",
  "gap_ha": 0.39830,
  "homo_energy_ha": -0.3922,
  "e_above_lowest_ev": 0.0000,
  "lumo_ev": 0.166,
  "elements": ["C", "C", "N", "O", "O", "S", "Br", "H", "H", "H", "H", "H", "H"],
  "positions_angstrom": [[0.73183, -0.23142, 1.22183], [0.73210, -0.22846, -1.22187], [0.31178, 0.40541, 0.00073], [-1.64990, 1.38121, 1.23253], [-1.64821, 1.38096, -1.23240], [-1.28958, 0.77150, 0.00026], [-2.24057, -1.19898, -0.00042], [0.26099, 0.29504, 2.04917], [0.45019, -1.29180, 1.25048], [1.81449, -0.14881, 1.31275], [0.26952, 0.30643, -2.04830], [1.81578, -0.15487, -1.30724], [0.44157, -1.28623, -1.25752]]
}

***

Entry 5:
{
  "formula": "C4H3InO4",
  "method": "ωB97M-V/def2-TZVPD",
  "s_squared": 0.7510,
  "total_charge": 3,
  "gap_ha": [0.21732, 0.21293],
  "homo_energy_ha": [-0.8599, -0.8599],
  "lumo_ev": [-17.485, -17.605],
  "spin_multiplicity": 2,
  "elements": ["C", "C", "H", "O", "C", "O", "In", "O", "C", "O", "H", "H"],
  "positions_angstrom": [[1.35366, 0.00430, -0.97403], [0.45432, 0.69150, -0.29204], [2.20109, 0.55640, -1.38127], [-0.48192, 0.20126, 0.57163], [-1.08553, 1.13879, 1.27813], [-2.25728, 1.01167, 1.55897], [-3.67959, 1.78621, 2.26735], [0.46716, -2.25019, -0.67377], [1.42159, -1.47648, -1.18304], [2.35743, -1.97447, -1.75793], [-0.18731, -1.78235, -0.13870], [-0.56364, 2.09335, 0.72472]]
}

***

Entry 6:
{
  "formula": "C27H56B2N2O13",
  "method": "ωB97M-V/def2-TZVPD",
  "gap_ha": 0.31449,
  "homo_energy_ha": -0.3084,
  "lumo_ev": 0.165,
  "elements": ["C", "C", "C", "C", "C", "C", "C", "B", "B", "O", "N", "C", "C", "C", "C", "C", "C", "C", "N", "C", "H", "H", "H", "H", "H", "H", "H", "H", "H", "H", "H", "H", "H", "H", "H", "H", "H", "H", "H", "H", "C", "C", "O", "O", "H", "H", "H", "H", "H", "H", "C", "C", "O", "O", "H", "H", "H", "H", "H", "H", "C", "C", "O", "O", "H", "H", "H", "H", "H", "H", "C", "C", "O", "O", "H", "H", "H", "H", "H", "H", "C", "C", "O", "O", "H", "H", "H", "H", "H", "H", "C", "C", "O", "O", "H", "H", "H", "H", "H", "H"],
  "positions_angstrom": [[3.43819, -0.68261, 2.20180], [2.04350, -0.32213, 1.76155], [1.43532, -0.97215, 0.68755], [0.16132, -0.61545, 0.29464], [-0.52714, 0.39104, 0.95759], [0.06110, 1.06289, 2.02537], [-0.66048, 2.17674, 2.74781], [-1.09296, 3.34615, 1.77143], [-2.74470, 3.51159, 1.40434], [-3.54954, 3.99939, 2.42536], [-3.36729, 3.11584, 0.14650], [-4.01999, 1.79325, 0.16881], [-2.49530, 3.29797, -1.02463], [0.02747, 4.30285, 1.22359], [-0.25935, 5.65246, 0.97702], [0.73499, 6.50060, 0.50192], [1.99846, 5.96645, 0.29230], [2.20926, 4.61623, 0.57604], [1.26512, 3.79778, 1.02588], [1.34058, 0.68662, 2.40950], [3.55403, -1.75983, 2.31704], [3.64056, -0.24311, 3.17835], [4.18496, -0.29054, 1.51081], [1.97431, -1.74961, 0.15853], [-0.29261, -1.12646, -0.54568], [-1.52066, 0.66322, 0.62092], [0.00559, 2.57952, 3.51599], [-1.53238, 1.76475, 3.26413], [-4.37391, 3.50785, 2.52557], [-5.10340, 1.90055, 0.28536], [-3.68428, 1.16504, 0.99871], [-3.85859, 1.27466, -0.77494], [-2.18469, 4.34122, -1.06661], [-1.61840, 2.64133, -1.04587], [-3.10715, 3.12920, -1.90857], [-1.26067, 6.02372, 1.16216], [0.53941, 7.54399, 0.28999], [2.81293, 6.57115, -0.08450], [3.19759, 4.19047, 0.43519], [1.81198, 1.19521, 3.24352], [-7.45079, 3.55840, -2.68936], [-6.46121, 4.15119, -3.66637], [-5.13655, 3.78437, -3.27606], [-7.16753, 4.00274, -1.36745], [-8.47126, 3.85601, -2.93114], [-7.39014, 2.46191, -2.71367], [-6.49639, 5.23923, -3.63253], [-6.67210, 3.81859, -4.68680], [-5.03507, 2.84032, -3.43756], [-6.20518, 4.04377, -1.28769], [8.12234, -2.02745, 2.31990], [7.15016, -0.88530, 2.51276], [6.32165, -1.12641, 3.65072], [7.42929, -3.25647, 2.16803], [8.72519, -1.87329, 1.42431], [8.79421, -2.09132, 3.18719], [6.47562, -0.82337, 1.66022], [7.68167, 0.06556, 2.61568], [6.86748, -1.03664, 4.43894], [6.67381, -3.21646, 2.76839], [-9.49192, 1.21474, -0.74868], [-10.90093, 0.67415, -0.66183], [-10.88092, -0.70508, -0.28299], [-8.72324, 0.45973, -1.67870], [-9.49461, 2.25127, -1.08576], [-9.00580, 1.16785, 0.23441], [-11.37752, 0.70999, -1.64037], [-11.49889, 1.25887, 0.04266], [-10.60660, -0.75940, 0.63811], [-9.00004, -0.45893, -1.57022], [9.82113, -5.58034, 1.09942], [8.48273, -6.26335, 1.27531], [8.68475, -7.67672, 1.29426], [10.45885, -6.03699, -0.08855], [9.70077, -4.50038, 1.02648], [10.46376, -5.80903, 1.96130], [7.83815, -6.05731, 0.42220], [7.98610, -5.91958, 2.18467], [9.14133, -7.90648, 2.11161], [10.23984, -6.97644, -0.15112], [-12.25511, 2.75489, -4.42414], [-11.28251, 3.34771, -5.42078], [-9.95121, 2.95455, -5.08822], [-11.92933, 3.15307, -3.10217], [-13.27248, 3.08729, -4.63123], [-12.22512, 1.65823, -4.49094], [-11.29549, 4.43521, -5.36116], [-11.53708, 3.04402, -6.44057], [-9.86050, 2.01129, -5.26076], [-10.96470, 3.16039, -3.05420], [12.57948, -8.77439, 1.38582], [13.17738, -9.23293, 0.07609], [12.36342, -8.79023, -1.01055], [11.25467, -9.26026, 1.52904], [13.16082, -9.13710, 2.23406], [12.56955, -7.67546, 1.41014], [13.18244, -10.32104, 0.02401], [14.20266, -8.86661, -0.03337], [12.45311, -7.83306, -1.08537], [10.85464, -9.23529, 0.65004]]
}

***

> What is the formula in the second record?

C7H13N2S